(1)
9 unconnected molecules or ions with the total composition C3H23O9, computed with wB97M-V/def2-TZVPD.

Its maximum force is 5.094 eV/A. The value obtained for the HOMO-LUMO gap is 9.2326 eV. The value obtained for the HOMO energy is -5.991 eV. The relative energy (zero: lowest compared OMol25 entry of this formula, charge and spin) is 66.10 kcal per mole. Its net charge is -1. For the LUMO energy, the calculation gives 3.24 eV.

```
35
Properties=species:S:1:pos:R:3:forces:R:3
C -2.44109 0.57515 -0.34610 -0.29 -0.73 0.76
O -2.14227 -0.56549 -1.14190 -0.47 0.34 0.48
C -2.67714 1.72469 -1.31439 -1.80 1.32 1.97
C -1.66582 1.86310 -2.43792 1.04 3.02 -0.89
H -1.70031 0.67830 0.50357 -0.20 0.45 -1.30
H -3.34515 0.31536 0.21611 -0.31 0.41 -0.22
H -2.90428 2.64274 -0.65908 1.15 -0.69 -1.00
H -3.73296 1.57318 -1.60834 0.62 -0.28 -0.87
H -2.00371 1.85735 -3.48283 -0.61 -0.54 0.42
H -0.80365 1.23857 -2.39328 0.17 -0.99 0.35
H -1.12508 2.87849 -2.46286 -0.96 -0.96 0.58
H 1.03601 -1.48015 -0.57262 0.20 -0.68 -0.48
H 0.25408 -2.57285 -0.18107 -2.11 -1.03 0.86
O 1.13231 -2.51452 -0.48599 1.70 0.19 -0.47
H 1.75299 -1.18290 2.23104 0.48 0.04 -0.72
H 1.30943 -1.30998 3.63712 -0.07 -0.44 1.22
O 1.11662 -0.81145 2.86451 -0.42 0.56 -0.57
H -1.83819 -1.59995 0.08595 -0.30 -0.26 -0.77
H -1.27858 -1.60250 1.40970 1.43 2.87 3.92
O -1.47900 -2.18755 0.77075 -1.11 -3.27 -2.70
H -1.16816 -0.43685 -1.14332 1.34 -0.70 -0.62
H 0.68218 -0.17044 -1.75937 1.41 0.45 -4.87
O 0.40359 -0.25938 -0.92167 -1.82 0.61 4.29
H 1.12764 1.04127 -0.13892 -0.68 -0.51 -0.83
H 2.11119 0.83483 0.93328 0.10 0.77 -0.70
O 1.94512 1.45428 0.18039 0.72 0.30 2.00
H -0.17408 0.53206 2.47452 -1.83 1.39 2.07
H -0.04925 1.87363 3.13239 -0.70 -0.14 0.18
O -0.74836 1.19356 3.06291 2.36 -1.12 -2.04
H 2.26050 -2.35419 0.76094 -1.48 -1.10 -0.81
H 3.34132 -1.45407 0.38960 -0.67 0.01 1.18
O 2.88125 -1.79522 1.21453 2.41 0.88 -0.05
H 2.61512 0.03701 -1.30008 0.04 -0.22 0.46
H 3.86234 0.36274 -0.49963 -0.77 -1.01 -0.89
O 3.44541 -0.37880 -1.01796 1.42 1.07 0.09
```
Positions in Å, forces in eV/Å.

Results of the Löwdin charge analysis, in e, for atoms 1 through 2: atom 1 (C): -0.29, atom 2 (O): -0.13

(2)
A molecular structure, C3H24B3CrO3, computed with wB97M-V/def2-TZVPD.

Its maximum force is 1.232 eV/A. As for the spin multiplicity: 4. The value obtained for the HOMO-LUMO gap (alpha / beta) is 8.4163 / 9.8056 eV. The value obtained for the HOMO energy (alpha / beta) is -9.493 / -9.746 eV. The relative energy (zero: lowest compared OMol25 entry of this formula, charge and spin) is 0.00 kcal per mole. The expectation value of S² is 3.7784. Its net charge is 0. For the LUMO energy (alpha / beta), the calculation gives -1.08 / 0.06 eV.

```
34
Properties=species:S:1:pos:R:3:forces:R:3
Cr -0.26803 -0.44092 0.04066 0.41 0.29 0.27
B 2.06008 -0.28292 0.37183 0.68 0.38 0.60
H 1.51255 -0.00376 -0.65867 -0.12 0.39 -0.72
H 1.91480 0.62569 1.15402 0.10 0.07 0.08
H 1.52529 -1.27198 0.75275 0.13 -0.55 0.43
H 3.21750 -0.51038 0.15566 -0.04 -0.14 -0.30
B -2.44858 -0.07267 0.49754 -0.80 0.92 0.18
H -2.14702 0.90175 1.14988 0.04 0.05 0.13
H -2.07358 0.04585 -0.62992 -0.02 0.48 -0.73
H -1.89933 -1.04783 0.88789 -0.21 -0.67 0.56
H -3.63703 -0.20178 0.45762 0.01 -0.35 -0.05
B -0.35124 -2.55583 -0.56392 -0.01 -0.63 -0.91
H -1.29912 -1.97875 -0.98018 -0.74 0.15 -0.15
H -0.19723 -2.37767 0.60507 -0.04 0.10 0.80
H -0.48264 -3.72080 -0.78731 0.02 -0.06 0.17
H 0.58619 -2.08513 -1.11769 0.70 -0.12 -0.25
C -0.18593 0.45786 3.18161 0.21 0.22 0.34
O -0.16677 -0.56119 2.19168 -0.16 -0.07 0.09
H 0.16004 0.07193 4.14008 -0.03 -0.15 -0.07
H 0.51157 1.24821 2.90005 -0.08 0.04 -0.11
H -1.19831 0.83474 3.30999 -0.03 0.03 -0.17
H 0.15413 -1.39276 2.54753 0.17 -0.01 -0.12
C 0.69753 2.64278 -0.58511 1.01 -0.04 -0.26
O -0.10375 1.74079 0.17167 -0.15 0.24 -0.29
H 0.80728 2.26431 -1.59931 -0.32 0.03 0.01
H 0.26750 3.64271 -0.58941 -0.17 -0.08 -0.04
H 1.72500 2.69137 -0.21080 -0.17 -0.05 0.28
H -0.42785 2.21881 0.93872 -0.35 -0.33 0.16
C 0.54856 -0.37253 -3.12059 -0.07 0.01 -0.12
O -0.32209 0.08949 -2.06555 0.34 -0.19 -0.37
H -0.05664 -0.72686 -3.95386 -0.03 -0.02 0.01
H 1.19208 0.44274 -3.45083 0.08 -0.01 0.04
H 1.14512 -1.19056 -2.73970 0.02 0.04 0.08
H -0.76007 0.87531 -2.40136 -0.39 0.04 0.39
```
Positions in Å, forces in eV/Å.

Results of the Löwdin charge analysis, in e, for atoms 1 through 2: atom 1 (Cr): 0.74, atom 2 (B): -0.34

(3)
10 unconnected molecules or ions with the total composition C3H24NO10S, computed with wB97M-V/def2-TZVPD.

Its maximum force is 1.702 eV/A. The value obtained for the HOMO-LUMO gap is 7.3205 eV. The value obtained for the HOMO energy is -4.651 eV. The relative energy (zero: lowest compared OMol25 entry of this formula, charge and spin) is 0.84 kcal per mole. Its net charge is -1. For the LUMO energy, the calculation gives 2.67 eV.

```
39
Properties=species:S:1:pos:R:3:forces:R:3
O 1.85799 -0.95127 -2.10543 0.16 0.02 -0.33
C 0.92433 -1.70597 -1.97897 -0.24 -0.41 0.13
C -0.42130 -1.31672 -1.44509 -1.24 1.14 -0.27
C -0.65018 -1.80510 -0.02358 0.24 -0.19 1.57
S 0.92176 -1.77987 0.94949 -0.18 -0.07 0.01
N -0.60400 0.13072 -1.62596 0.52 0.52 -0.10
H 1.02399 -2.75954 -2.27781 0.03 -0.10 0.05
H -1.19656 -1.72721 -2.09044 0.06 -0.65 -0.24
H -1.37501 -1.17919 0.50803 0.13 0.51 -0.42
H -1.16111 -2.76661 0.08953 0.51 -0.32 -0.67
H 0.21659 0.63049 -1.29439 0.07 -0.05 -0.02
H -1.34367 0.50567 -1.04578 -0.03 -0.33 0.21
H -0.77999 1.01311 -3.69449 -0.17 0.11 0.16
H 0.39014 1.24600 -4.55677 0.24 0.13 -0.24
O -0.54808 1.44850 -4.53352 0.00 -0.32 0.26
H 2.20050 0.43756 -0.97555 0.15 0.16 0.41
H 2.60237 1.20122 0.35073 0.12 -0.35 -0.13
O 2.25078 1.31090 -0.53702 -0.02 0.17 -0.37
H -2.80137 1.56735 1.19726 0.61 0.00 0.49
H -1.31412 2.00164 1.50882 -0.45 -0.35 0.00
O -2.03065 2.03913 0.85820 -0.33 0.26 -0.81
H 0.28364 -2.21887 4.02635 -0.09 -0.30 -0.08
H 0.67092 -1.05067 3.18194 0.24 -0.31 -0.54
O 0.27822 -1.26194 4.04713 0.00 0.35 0.49
H -3.17671 1.23802 -1.02815 -0.04 0.02 -0.46
H -3.31042 0.54611 -2.42033 0.34 0.07 0.06
O -3.80774 0.94901 -1.70656 -0.32 0.08 0.44
H -0.98887 -0.20310 3.44371 -0.19 0.10 -0.02
H -1.90534 0.90294 3.96658 0.01 0.06 -0.01
O -1.44433 0.62370 3.16972 -0.05 -0.18 0.31
H 1.35081 3.31237 1.09538 0.01 -0.22 0.20
H 1.13748 3.01583 -0.38280 0.16 -0.11 0.14
O 0.96313 3.67709 0.29763 -0.23 0.46 -0.16
H 3.01629 -2.96980 -1.26129 0.05 0.00 0.15
H 2.37320 -3.79493 -0.16852 0.02 0.26 -0.08
O 2.94657 -3.87922 -0.94764 0.00 -0.17 -0.01
H 0.80695 1.15771 3.18669 -0.40 -0.12 0.01
H 1.21874 0.96540 1.70457 -0.33 -0.39 0.27
O 1.42505 1.44956 2.51834 0.64 0.52 -0.41
```
Positions in Å, forces in eV/Å.

Results of the Löwdin charge analysis, in e, for atoms 1 through 2: atom 1 (O): 0.01, atom 2 (C): -0.27

(4)
A molecular structure, C3H24NO9, computed with wB97M-V/def2-TZVPD.

Its maximum force is 11.746 eV/A. The value obtained for the HOMO-LUMO gap is 8.8602 eV. The value obtained for the HOMO energy is -5.842 eV. The relative energy (zero: lowest compared OMol25 entry of this formula, charge and spin) is 109.22 kcal per mole. Its net charge is -1. For the LUMO energy, the calculation gives 3.02 eV.

```
37
Properties=species:S:1:pos:R:3:forces:R:3
C -3.27902 -0.36067 0.63636 0.90 -1.54 -0.76
O -3.51007 -1.58708 1.31065 -1.39 0.58 1.07
C -1.92659 0.29032 1.12553 -0.90 1.42 -0.06
C -2.32096 1.53595 1.95031 -1.91 1.34 0.29
N -1.03350 -0.55020 1.84215 1.10 -1.67 0.34
H -4.20124 0.20427 1.00191 1.37 -0.13 -1.46
H -3.05489 -0.62961 -0.51034 -1.58 1.37 2.29
H -1.38565 0.53231 0.19556 -0.75 1.03 0.74
H -3.07690 1.46430 2.85923 1.51 -0.81 -1.75
H -1.50800 2.14118 2.35831 0.20 -0.22 -0.32
H -2.90274 2.18487 1.23767 0.58 -0.18 0.57
H -1.47934 -1.46678 1.95936 0.74 0.42 0.16
H -0.10189 -0.64813 1.37347 -1.44 -0.06 0.57
H 1.62244 1.29408 2.91303 0.99 -0.82 -1.30
H 0.38872 1.96575 3.18392 -2.11 0.47 -0.79
O 1.19602 1.78070 3.59140 1.11 0.44 2.34
H 2.51933 1.92260 0.78168 0.99 1.10 -0.72
H 2.11018 0.53708 0.45954 0.52 -2.12 -1.95
O 1.95464 1.22734 1.05227 -1.50 0.83 2.40
H 3.07940 -0.09230 -2.09453 0.09 -0.37 -0.07
H 2.26064 0.40768 -3.29368 2.01 -0.41 0.81
O 3.22650 0.38379 -2.94340 -1.33 0.71 -1.02
H 2.72333 -1.54451 -0.62092 2.47 -4.76 1.32
H 1.69212 -0.99803 -1.86987 0.39 -0.06 1.13
O 2.31136 -0.79052 -0.81693 -3.79 4.04 -3.28
H -1.95975 -1.95309 -0.94470 0.20 2.52 -0.57
H 0.96988 -1.26850 -3.78028 0.57 -4.83 -10.02
O 0.97234 -0.93854 -3.02228 -0.67 4.84 10.68
H 3.45464 1.49178 -1.85037 0.60 2.06 1.46
H 2.81058 2.82554 -1.66616 0.70 0.02 0.81
O 3.51996 2.33768 -1.18807 -1.14 -1.29 -2.20
H -2.89910 -2.25240 1.05387 0.87 -0.90 -0.94
H -1.66213 -3.28312 -1.23711 0.30 -0.91 0.13
O -1.75692 -2.72662 -0.46429 -0.10 -2.51 0.71
H -0.50168 -0.02905 -1.06985 -1.72 -1.66 -1.74
H -0.49308 -0.75625 -2.49973 -0.80 0.37 2.19
O -1.16521 -0.56075 -1.65789 2.94 1.70 -1.05
```
Positions in Å, forces in eV/Å.

Results of the Löwdin charge analysis, in e, for atoms 1 through 2: atom 1 (C): -0.20, atom 2 (O): -0.11

(5)
9 unconnected molecules or ions with the total composition C3H24O9, computed with wB97M-V/def2-TZVPD.

Its maximum force is 1.379 eV/A. The value obtained for the HOMO-LUMO gap is 8.0829 eV. The value obtained for the HOMO energy is -8.130 eV. The relative energy (zero: lowest compared OMol25 entry of this formula, charge and spin) is 39.52 kcal per mole. Its net charge is 0. For the LUMO energy, the calculation gives -0.05 eV.

```
36
Properties=species:S:1:pos:R:3:forces:R:3
O -4.35250 -17.10921 8.94821 -0.58 0.11 0.10
H -4.61507 -17.91037 9.44844 0.01 0.04 0.30
H -3.35992 -17.02912 8.82922 1.10 0.16 -0.59
H -4.87587 -16.93672 8.13058 0.38 -0.20 -0.36
C 0.41859 -16.21973 9.85128 -0.26 -0.13 0.33
C -0.34798 -16.49478 8.55330 0.68 0.92 -0.50
C 0.31846 -17.58709 7.72200 -0.98 -0.46 -0.40
O -1.71971 -16.72220 8.64753 -1.04 -0.72 0.55
H 1.40783 -15.83328 9.59796 0.03 -0.04 -0.01
H 0.55103 -17.09678 10.49059 -0.08 -0.16 -0.16
H -0.07907 -15.47348 10.47374 -0.09 0.06 -0.15
H -0.18457 -15.59497 7.93777 -0.15 0.32 0.15
H 1.40472 -17.61188 7.65241 0.01 0.09 0.40
H -0.05686 -17.47067 6.70063 0.15 -0.06 -0.06
H -0.10756 -18.53366 8.07391 0.58 -0.23 0.09
O -7.14233 -16.88939 8.25145 -0.01 0.02 0.15
H -7.82769 -17.55700 8.14063 0.10 -0.02 -0.06
H -7.52981 -16.23829 8.84652 0.04 -0.01 -0.06
O -1.82026 -18.93965 10.48242 -0.03 -0.30 -0.35
H -2.77445 -19.06308 10.55513 0.14 -0.02 0.22
H -1.70651 -18.30689 9.74480 0.04 0.25 0.12
O -5.07945 -20.36458 9.22767 0.02 0.11 -0.05
H -4.45270 -20.82315 8.65818 -0.01 0.02 0.03
H -5.15529 -20.92487 10.00792 0.05 0.11 0.02
O -2.75586 -15.84229 11.10593 -0.27 0.29 0.11
H -2.48991 -16.01117 10.17096 0.72 -0.05 -0.05
H -3.32655 -15.06626 11.07747 0.12 0.01 -0.01
O -2.34678 -18.75819 6.33897 -0.14 -0.06 0.20
H -1.94604 -18.20285 7.03959 -0.16 0.10 0.00
H -2.33806 -19.65110 6.69758 0.12 0.02 -0.05
O -4.28041 -18.00625 11.46940 -0.18 0.17 0.16
H -5.09134 -17.74721 11.91789 0.03 -0.10 0.04
H -3.66801 -17.22625 11.56702 -0.15 -0.33 -0.21
O -4.32561 -16.86029 6.30911 -0.48 0.01 -0.14
H -3.90263 -17.70946 6.09670 0.32 0.04 0.13
H -3.92987 -16.22653 5.70431 -0.01 0.05 0.12
```
Positions in Å, forces in eV/Å.

Results of the Löwdin charge analysis, in e, for atoms 1 through 2: atom 1 (O): 0.18, atom 2 (H): 0.11